Entry w
Computed, not measured: one molecule with the formula C4H9NO, with wB97M-V/def2-TZVPD.

Output
**E_LUMO**: 0.8 eV
**Kohn-Sham gap**: 10.1 eV
**SMILES string**: CC(=O)N(C)C
**Spin multiplicity**: 1

Geometry (Å):
C -1.708 -0.890 0.828
C -0.721 0.214 0.613
O -1.079 1.245 1.198
N 0.361 0.214 -0.190
C 0.977 -0.946 -0.786
C 1.006 1.495 -0.403
H -1.534 -1.429 1.763
H -1.868 -1.630 0.016
H -2.358 0.009 1.142
H 2.035 -0.994 -0.497
H 0.480 -1.855 -0.442
H 0.922 -0.896 -1.882
H 1.248 1.611 -1.464
H 1.922 1.574 0.192
H 0.316 2.279 -0.088

Atom charges from the Mulliken analysis, given in e for atoms 1 to 2: atom 1 (C): -1.130, atom 2 (C): 0.913

Entry x
Computed, not measured: a 2-piece molecular cluster, C4H9NO overall, with wB97M-V/def2-TZVPD.

Output
**E_LUMO (alpha / beta)**: -0.9 / -0.9 eV
**Kohn-Sham gap (alpha / beta)**: 8.2 / 8.2 eV
**SMILES string**: C=C(C)N=O.C
**Spin multiplicity**: 1

Geometry (Å):
C 0.127 -0.233 -1.181
C -0.944 -0.184 -0.362
C -1.616 -1.371 0.272
N -1.414 1.061 0.079
O -0.634 1.991 -0.169
H 0.423 0.630 -1.768
H 0.569 -1.185 -1.454
H -1.778 -1.190 1.338
H -2.591 -1.585 -0.181
H -0.990 -2.261 0.168
C 1.763 0.827 0.619
H 2.263 1.619 1.183
H 1.562 0.008 1.342
H 2.548 0.414 -0.056
H 0.712 1.458 0.169

Atom charges from the Mulliken analysis, given in e for atoms 1 to 2: atom 1 (C): -0.928, atom 2 (C): 0.716

Entry y
Computed, not measured: one molecule with the formula C4H9NO, with wB97M-V/def2-TZVPD.

Output
**E_LUMO**: 1.0 eV
**Kohn-Sham gap**: 8.6 eV
**SMILES string**: C/C=C(\N)OC
**Spin multiplicity**: 1

Geometry (Å):
C -0.345 -2.001 0.298
C -0.336 -0.612 -0.239
C 0.638 0.283 -0.042
N 1.937 -0.059 0.322
O 0.384 1.623 -0.136
C -0.929 1.963 0.332
H 0.217 -2.043 1.239
H 0.060 -2.754 -0.387
H -1.380 -2.279 0.525
H -1.197 -0.265 -0.791
H 2.243 -0.921 -0.110
H 2.641 0.664 0.274
H -1.057 3.022 0.124
H -1.744 1.420 -0.158
H -1.011 1.752 1.406

Atom charges from the Mulliken analysis, given in e for atoms 1 to 2: atom 1 (C): -1.298, atom 2 (C): -0.248

Calculated relative energies: entry w 0.0; entry x 361.4; entry y 33.7, given in kJ/mol

Entry w
Computed, not measured: a 2-piece molecular cluster, C5H8N2O3 overall, with wB97M-V/def2-TZVPD.

Output
**E_LUMO**: 0.3 eV
**Kohn-Sham gap**: 10.6 eV
**SMILES string**: C/N=C(\C#N)OCC=O.O
**Spin multiplicity**: 1

Geometry (Å):
C 1.291 2.303 -1.493
N 0.456 1.165 -1.213
C 0.860 0.124 -0.636
C 2.168 -0.023 0.024
N 3.111 0.038 0.693
O 0.039 -0.880 -0.294
C -1.350 -0.587 -0.322
C -2.113 -1.784 0.186
O -3.306 -1.744 0.360
H 0.788 3.203 -1.116
H 2.297 2.251 -1.046
H 1.384 2.413 -2.582
H -1.590 0.289 0.298
H -1.665 -0.365 -1.354
H -1.523 -2.707 0.374
O -0.646 -1.149 2.588
H 0.041 -1.586 2.076
H -0.242 -0.959 3.459

Atom charges from the Mulliken analysis, given in e for atoms 1 to 2: atom 1 (C): -0.802, atom 2 (N): -0.336

Entry x
Computed, not measured: a 2-piece molecular cluster, C5H8N2O3 overall, with wB97M-V/def2-TZVPD.

Output
**E_LUMO**: 0.5 eV
**Kohn-Sham gap**: 8.7 eV
**SMILES string**: C=C=N/C=C\N.O=C(O)O
**Spin multiplicity**: 1

Geometry (Å):
C -0.500 2.446 -0.892
C -0.075 1.150 -1.197
N 0.208 -0.026 -1.369
C 0.893 -0.995 -0.699
C 0.905 -2.276 -0.968
N -0.044 -2.832 -1.761
H 0.050 3.265 -1.172
H -1.618 2.525 -0.620
H 1.727 -0.638 -0.075
H 1.576 -2.910 -0.383
H -0.766 -2.257 -2.298
H 0.095 -3.616 -2.323
O -2.083 2.623 3.165
C -1.288 1.779 3.046
O -1.081 0.888 3.931
O -0.410 1.681 2.072
H -0.263 0.346 3.915
H -0.620 2.356 1.399

Atom charges from the Mulliken analysis, given in e for atoms 1 to 2: atom 1 (C): -1.477, atom 2 (C): 0.963

Entry y
Computed, not measured: a 2-piece molecular cluster, C5H8N2O3 overall, with wB97M-V/def2-TZVPD.

Output
**E_LUMO**: -1.2 eV
**Kohn-Sham gap**: 7.1 eV
**SMILES string**: O=C1C=CC(O)=N1.CON
**Spin multiplicity**: 1

Geometry (Å):
O -0.335 2.644 0.411
C -1.017 1.713 0.418
C -2.424 1.597 -0.322
C -2.630 0.276 -0.419
C -1.541 -0.388 0.361
O -1.379 -1.730 0.366
N -0.667 0.457 0.872
H -2.856 2.459 -0.679
H -3.406 -0.374 -0.800
H -2.041 -2.161 -0.166
C 3.257 -0.213 -0.372
O 1.798 -0.222 -0.388
N 1.254 -1.128 0.645
H 3.759 -0.901 0.326
H 3.537 0.833 -0.063
H 3.589 -0.316 -1.333
H 0.842 -1.945 0.175
H 0.259 -0.600 0.968

Atom charges from the Mulliken analysis, given in e for atoms 1 to 2: atom 1 (O): -0.415, atom 2 (C): 0.350

Calculated relative energies: entry w 0.0; entry x 51.2; entry y 320.4, given in kJ/mol

Entry w
Computed, not measured: C36H42BN12OPtS as an isolated structure, with wB97M-V/def2-TZVPD.

Output
**E_LUMO (alpha / beta)**: -6.4 / -10.3 eV
**Kohn-Sham gap (alpha / beta)**: 6.4 / 2.4 eV
**Net charge**: +2
**Spin multiplicity**: 4
**⟨S²⟩**: 3.78

Geometry (Å):
Pt 0.047 0.069 -0.504
C -0.639 -2.913 -2.941
C 0.686 -2.675 -2.297
C 1.874 -3.357 -2.566
C 2.775 -2.904 -1.631
N 2.168 -1.988 -0.858
N 0.880 -1.842 -1.269
B 2.569 -1.563 0.591
N 2.831 -0.023 0.710
C 3.875 0.570 1.308
C 3.509 1.851 1.654
C 2.180 1.976 1.248
C 1.275 3.133 1.532
N 1.792 0.840 0.651
N 1.309 -1.833 1.506
C 1.095 -2.547 2.626
C -0.203 -2.366 3.046
C -0.768 -1.494 2.116
C -2.150 -0.940 2.041
N 0.150 -1.185 1.209
N 3.850 -2.270 0.967
C 4.247 -3.151 1.920
C 5.574 -3.421 1.726
C 5.941 -2.648 0.608
C 7.277 -2.558 -0.057
N 4.908 -1.958 0.156
H -0.679 -3.940 -3.299
H -0.806 -2.261 -3.801
H -1.449 -2.774 -2.228
H 2.039 -4.106 -3.321
H 3.803 -3.170 -1.458
H 4.797 0.037 1.457
H 4.104 2.587 2.168
H 1.306 3.900 0.755
H 1.594 3.609 2.457
H 0.246 2.803 1.665
H 1.860 -3.149 3.073
H -0.675 -2.806 3.907
H -2.704 -1.172 2.948
H -2.697 -1.365 1.197
H -2.127 0.145 1.923
H 3.592 -3.539 2.675
H 6.202 -4.066 2.317
H 8.032 -3.082 0.527
H 7.586 -1.520 -0.173
H 7.249 -3.007 -1.050
C -7.605 -1.262 -4.375
C -6.647 -2.236 -3.708
N -5.232 -1.920 -3.968
C -4.526 -2.746 -4.946
C -4.986 -2.522 -6.378
C -4.696 -0.922 -3.249
O -5.295 -0.314 -2.370
C -3.263 -0.502 -3.485
C -2.703 -0.146 -4.700
C -1.390 0.309 -4.732
C -0.683 0.393 -3.550
N -1.234 0.089 -2.366
C -2.495 -0.337 -2.341
H -8.630 -1.510 -4.101
H -7.528 -1.298 -5.462
H -7.405 -0.245 -4.040
H -6.812 -3.254 -4.059
H -6.797 -2.218 -2.630
H -4.689 -3.789 -4.667
H -3.456 -2.568 -4.852
H -6.022 -2.833 -6.515
H -4.372 -3.108 -7.062
H -4.916 -1.471 -6.662
H -3.284 -0.205 -5.612
H -0.916 0.584 -5.664
H 0.358 0.693 -3.541
H -2.938 -0.529 -1.371
S -0.739 6.552 -2.561
C -0.467 4.960 -1.976
C -1.496 4.403 -1.198
C -1.322 3.106 -0.748
N -0.207 2.414 -0.977
C 0.795 2.970 -1.671
C 0.710 4.234 -2.216
C 0.140 6.639 -4.092
C 1.466 7.037 -4.159
C 2.045 7.045 -5.423
N 1.392 6.706 -6.530
C 0.112 6.368 -6.435
C -0.583 6.313 -5.230
H -2.398 4.953 -0.963
H -2.096 2.612 -0.174
H 1.700 2.380 -1.760
H 1.535 4.645 -2.781
H 2.026 7.354 -3.290
H 3.080 7.343 -5.544
H -0.397 6.130 -7.361
H -1.629 6.040 -5.203

Atom charges from the Mulliken analysis, given in e for atoms 1 to 2: atom 1 (Pt): 1.082, atom 2 (C): -1.158

Entry x
Computed, not measured: C36H42BN12OPtS as an isolated structure, with wB97M-V/def2-TZVPD.

Output
**E_LUMO (alpha / beta)**: -5.7 / -9.6 eV
**Kohn-Sham gap (alpha / beta)**: 6.9 / 3.3 eV
**Net charge**: +2
**Spin multiplicity**: 4
**⟨S²⟩**: 3.78

Geometry (Å):
Pt 1.342 0.416 -0.329
C -2.283 -0.107 0.484
C -1.425 -1.274 0.124
C -1.781 -2.626 0.079
C -0.644 -3.289 -0.334
N 0.327 -2.383 -0.532
N -0.149 -1.153 -0.247
B 1.826 -2.678 -0.884
N 2.705 -2.278 0.321
C 3.656 -2.932 1.010
C 4.263 -2.044 1.870
C 3.627 -0.818 1.651
C 3.886 0.501 2.298
N 2.687 -0.978 0.720
N 2.259 -1.782 -2.092
C 3.020 -2.090 -3.154
C 3.300 -0.935 -3.853
C 2.689 0.090 -3.129
C 2.701 1.560 -3.373
N 2.064 -0.440 -2.073
N 1.925 -4.129 -1.263
C 1.428 -4.708 -2.392
C 1.373 -6.058 -2.182
C 1.845 -6.238 -0.860
C 2.016 -7.518 -0.108
N 2.154 -5.077 -0.313
H -2.858 -0.321 1.384
H -2.998 0.108 -0.314
H -1.692 0.791 0.653
H -2.734 -3.058 0.330
H -0.458 -4.339 -0.490
H 3.809 -3.984 0.845
H 5.061 -2.250 2.561
H 4.956 0.643 2.445
H 3.412 0.561 3.280
H 3.515 1.320 1.683
H 3.320 -3.107 -3.341
H 3.882 -0.843 -4.753
H 2.552 1.779 -4.429
H 3.661 1.989 -3.081
H 1.918 2.055 -2.796
H 1.142 -4.120 -3.249
H 1.056 -6.817 -2.876
H 1.661 -8.360 -0.698
H 1.460 -7.494 0.829
H 3.065 -7.688 0.132
C -0.723 7.894 1.130
C -1.403 7.115 2.245
N -0.697 5.883 2.625
C 0.158 5.927 3.814
C 1.229 7.004 3.746
C -0.858 4.821 1.827
O -1.470 4.862 0.759
C -0.305 3.472 2.225
C -0.556 2.821 3.425
C -0.158 1.501 3.574
C 0.457 0.857 2.519
N 0.686 1.480 1.353
C 0.325 2.758 1.219
H -1.309 8.785 0.904
H -0.661 7.289 0.227
H 0.279 8.214 1.409
H -2.408 6.830 1.934
H -1.493 7.718 3.149
H 0.644 4.962 3.927
H -0.474 6.085 4.692
H 1.870 6.868 2.874
H 1.850 6.942 4.640
H 0.804 8.006 3.712
H -1.073 3.329 4.230
H -0.338 0.964 4.494
H 0.763 -0.180 2.573
H 0.530 3.227 0.266
S -4.322 2.340 -4.574
C -2.980 1.981 -3.521
C -2.752 2.890 -2.490
C -1.644 2.686 -1.680
N -0.790 1.679 -1.872
C -1.008 0.828 -2.876
C -2.087 0.930 -3.737
C -5.000 0.854 -5.085
C -4.864 -0.373 -4.415
C -5.531 -1.458 -4.945
N -6.286 -1.394 -6.047
C -6.423 -0.227 -6.670
C -5.816 0.937 -6.229
H -3.415 3.726 -2.306
H -1.455 3.363 -0.852
H -0.281 0.032 -2.998
H -2.199 0.239 -4.560
H -4.298 -0.465 -3.500
H -5.472 -2.426 -4.463
H -7.048 -0.219 -7.554
H -5.954 1.872 -6.757

Atom charges from the Mulliken analysis, given in e for atoms 1 to 2: atom 1 (Pt): 1.424, atom 2 (C): -0.650

Calculated relative energies: entry w 199.5; entry x 0.0, given in kJ/mol